1.
{
  "formula": "H80O40",
  "method": "ωB97M-V/def2-TZVPD",
  "species": ["H", "H", "O", "H", "H", "O", "H", "H", "O", "H", "H", "O", "H", "H", "O", "H", "O", "H", "O", "H", "H", "O", "H", "H", "O", "H", "H", "O", "H", "H", "O", "H", "O", "H", "H", "O", "H", "H", "O", "H", "H", "O", "H", "H", "O", "H", "H", "O", "H", "H", "O", "H", "O", "H", "H", "O", "H", "O", "H", "H", "O", "H", "H", "O", "H", "H", "O", "H", "H", "O", "H", "H", "O", "H", "H", "O", "H", "H", "O", "H", "H", "O", "H", "H", "O", "H", "H", "O", "H", "O", "H", "H", "O", "H", "H", "H", "H", "H", "H", "O", "H", "H", "O", "H", "H", "O", "H", "H", "O", "H", "H", "O", "H", "H", "O", "H", "H", "O", "H", "H"],
  "positions_angstrom": [[0.650, 0.098, 1.553], [-0.061, 1.289, 0.850], [-0.127, 0.298, 0.995], [0.664, -4.273, 2.660], [-0.281, -5.204, 3.492], [0.621, -4.936, 3.362], [0.191, 2.028, -5.615], [0.500, 0.835, -4.731], [-0.116, 1.608, -4.788], [2.361, -0.964, 2.888], [3.048, -0.143, 1.809], [2.616, -0.066, 2.727], [-2.799, 3.216, -1.990], [-4.115, 3.504, -2.721], [-3.303, 2.920, -2.833], [1.609, -2.885, 5.309], [2.462, -3.295, 4.943], [3.565, 2.640, -0.233], [2.937, 2.093, 0.188], [1.771, 0.201, -2.059], [2.649, 1.251, -1.346], [2.252, 1.060, -2.203], [-0.782, 1.721, 4.584], [-1.708, 0.717, 5.290], [-1.603, 1.240, 4.506], [4.135, 1.151, 3.539], [5.468, 0.581, 3.328], [4.901, 1.432, 2.982], [-2.606, -3.705, 2.190], [-1.492, -3.658, 1.093], [-1.744, -3.916, 1.943], [-0.670, 5.816, 0.987], [-0.948, 5.560, 0.015], [2.752, 0.732, -5.715], [2.160, -0.322, -6.384], [2.123, 0.645, -6.436], [1.656, 3.132, 5.028], [0.413, 3.332, 4.400], [0.695, 3.213, 5.304], [-1.011, 1.557, -1.760], [-0.818, 0.237, -0.859], [-1.280, 0.644, -1.644], [-2.278, -5.923, 0.796], [-2.405, -5.818, 2.142], [-2.048, -6.458, 1.571], [-3.750, -2.132, 1.238], [-5.101, -2.515, 1.830], [-4.280, -2.018, 2.052], [-1.587, -2.263, -0.874], [-2.963, -1.814, -1.416], [-2.067, -2.257, -1.663], [-1.849, 1.686, -4.710], [-2.535, 1.670, -5.417], [-0.169, -3.744, -3.822], [-1.442, -3.022, -4.322], [-1.124, -3.935, -4.106], [-5.812, -1.501, -2.061], [-6.196, -1.692, -1.205], [4.289, 4.268, 2.301], [4.701, 3.026, 3.285], [4.182, 3.905, 3.244], [2.939, 3.743, -2.252], [3.310, 4.885, -1.089], [3.006, 4.016, -1.318], [3.901, 1.833, -3.121], [4.008, 0.168, -3.295], [4.401, 1.068, -3.511], [-0.933, -1.488, 4.576], [-2.413, -1.057, 4.076], [-1.469, -1.001, 3.952], [0.633, 2.628, -2.438], [-0.600, 3.518, -3.115], [-0.256, 2.959, -2.433], [1.927, 3.652, 0.789], [0.860, 3.538, -0.382], [0.946, 3.620, 0.576], [-0.550, -6.016, -2.310], [-1.837, -5.160, -2.119], [-0.899, -5.388, -1.725], [-0.378, -1.472, -3.472], [-0.114, -0.023, -3.069], [0.334, -0.860, -3.220], [-3.782, 1.139, -0.034], [-2.386, 0.482, 0.252], [-3.185, 0.426, -0.244], [-0.278, -2.184, 2.417], [0.258, -2.513, 0.988], [0.475, -2.184, 1.874], [-2.701, -0.972, -3.713], [-2.602, -1.041, -4.620], [5.118, -1.786, 3.237], [5.329, -1.648, 1.603], [5.577, -1.394, 2.486], [-3.215, 2.289, -5.202], [2.310, -4.016, 4.349], [-5.794, -1.081, -0.416], [3.326, 1.655, 0.912], [-0.615, 4.747, -0.303], [-3.289, -0.518, -5.034], [4.317, -2.179, 0.320], [3.812, -2.450, 1.194], [3.867, -2.584, -0.422], [1.077, 1.885, 2.586], [1.136, 2.835, 2.513], [1.393, 1.286, 3.317], [-5.126, -4.060, 0.630], [-5.777, -3.626, 0.029], [-4.793, -4.952, 0.402], [5.618, 2.280, -1.010], [5.411, 1.411, -0.621], [5.843, 1.964, -1.951], [-1.239, 5.048, 3.021], [-1.874, 4.625, 2.393], [-1.817, 5.282, 3.735], [-3.638, -3.867, -3.144], [-3.904, -3.361, -3.960], [-2.905, -3.280, -2.830], [-2.711, 2.925, 2.115], [-2.428, 2.537, 2.997], [-1.930, 2.869, 1.523]],
  "e_homo_ev": -10.18,
  "lumo_energy_ev": -0.82,
  "gap_ev": 9.360
}



2.
{
  "formula": "C29H22F7N2",
  "method": "ωB97M-V/def2-TZVPD",
  "species": ["F", "C", "C", "C", "F", "C", "C", "C", "C", "C", "C", "F", "C", "C", "F", "C", "C", "H", "H", "H", "H", "H", "H", "H", "C", "N", "C", "H", "C", "C", "C", "C", "C", "F", "F", "F", "C", "C", "N", "C", "C", "C", "C", "C", "C", "C", "H", "H", "H", "H", "H", "H", "H", "H", "H", "H", "H", "H", "H", "H"],
  "positions_angstrom": [[2.985, -1.180, -3.834], [2.724, 0.103, -3.393], [3.820, 0.937, -3.177], [3.502, 2.196, -2.668], [4.559, 3.031, -2.329], [2.194, 2.620, -2.423], [1.110, 1.747, -2.673], [-0.229, 2.196, -2.132], [-1.600, 1.755, -2.603], [-2.688, 2.587, -2.246], [-3.999, 2.167, -2.491], [-5.060, 2.965, -2.096], [-4.314, 0.945, -3.088], [-3.220, 0.138, -3.381], [-3.469, -1.121, -3.888], [-1.889, 0.495, -3.140], [1.396, 0.451, -3.110], [4.848, 0.640, -3.393], [2.032, 3.608, -1.966], [-0.206, 3.280, -2.067], [-2.527, 3.546, -1.733], [-5.339, 0.659, -3.310], [-1.109, -0.235, -3.325], [0.641, -0.331, -3.136], [-0.670, 1.467, 2.811], [-1.074, 0.199, 2.251], [-0.258, -0.591, 1.499], [-0.190, 1.823, -1.102], [1.214, -0.669, 1.604], [1.630, -1.619, 2.555], [2.969, -1.855, 2.843], [3.925, -1.165, 2.112], [5.357, -1.473, 2.463], [6.196, -1.383, 1.392], [5.811, -0.636, 3.453], [5.490, -2.741, 2.971], [3.570, -0.211, 1.148], [2.209, 0.065, 0.909], [-1.068, -1.431, 0.800], [-0.651, -2.215, -0.339], [-2.390, -1.351, 1.287], [-2.398, -0.291, 2.205], [-3.251, -0.278, 3.295], [-4.200, -1.301, 3.376], [-4.195, -2.361, 2.463], [-3.245, -2.433, 1.438], [-1.423, 1.785, 3.540], [0.317, 1.383, 3.281], [-0.608, 2.244, 2.029], [0.885, -2.176, 3.119], [3.238, -2.576, 3.611], [4.367, 0.314, 0.609], [1.926, 0.845, 0.201], [-1.393, -3.008, -0.470], [-0.619, -1.620, -1.269], [0.357, -2.606, -0.166], [-3.105, 0.481, 4.074], [-4.894, -1.306, 4.204], [-4.884, -3.184, 2.593], [-3.104, -3.328, 0.811]],
  "e_homo_ev": -11.91,
  "charge": 1,
  "lumo_energy_ev": -3.34,
  "gap_ev": 8.566
}



3.
{
  "formula": "C32H29BEuF2N8O3S2",
  "method": "ωB97M-V/def2-TZVPD",
  "species": ["Eu", "O", "C", "N", "C", "C", "C", "C", "C", "C", "N", "C", "O", "C", "C", "C", "C", "C", "N", "C", "C", "C", "C", "C", "N", "H", "H", "H", "H", "H", "H", "H", "H", "H", "H", "H", "H", "O", "N", "C", "C", "C", "C", "C", "S", "H", "H", "H", "H", "C", "C", "C", "N", "C", "C", "H", "H", "H", "H", "H", "C", "N", "C", "C", "N", "C", "S", "H", "H", "H", "H", "H", "H", "H", "H", "F", "B", "F"],
  "positions_angstrom": [[0.234, 1.010, 0.265], [0.417, -1.775, 3.762], [0.477, -1.239, 2.646], [-0.437, -0.557, 1.962], [-1.766, -0.460, 2.342], [-2.284, -0.803, 3.590], [-3.640, -0.706, 3.852], [-4.514, -0.266, 2.872], [-4.032, 0.081, 1.622], [-2.670, -0.001, 1.334], [-2.114, 0.215, 0.090], [-2.738, 0.651, -0.987], [-3.844, 1.232, -1.128], [-1.933, 0.285, -2.209], [-2.547, 0.234, -3.461], [-1.833, -0.236, -4.544], [-0.525, -0.660, -4.344], [0.011, -0.559, -3.070], [-0.659, -0.092, -2.027], [1.772, -1.374, 1.864], [2.902, -1.867, 2.516], [4.082, -2.014, 1.814], [4.097, -1.680, 0.467], [2.928, -1.203, -0.106], [1.792, -1.047, 0.566], [-1.608, -1.167, 4.347], [-4.019, -0.991, 4.825], [-5.576, -0.200, 3.075], [-4.704, 0.402, 0.841], [-3.580, 0.535, -3.543], [-2.290, -0.289, -5.525], [0.063, -1.062, -5.155], [1.036, -0.852, -2.873], [2.818, -2.098, 3.566], [4.981, -2.368, 2.301], [4.996, -1.763, -0.124], [2.906, -0.898, -1.149], [2.300, 1.432, 1.794], [3.460, 1.809, 1.328], [4.568, 1.281, 1.876], [5.827, 1.590, 1.419], [5.957, 2.490, 0.364], [4.814, 3.038, -0.167], [3.543, 2.702, 0.304], [2.033, 1.638, -1.667], [4.395, 0.592, 2.688], [6.691, 1.135, 1.876], [6.932, 2.752, -0.018], [4.854, 3.739, -0.985], [-2.349, 3.929, 3.924], [-2.947, 3.807, 2.681], [-2.315, 3.044, 1.711], [-1.145, 2.445, 1.910], [-0.575, 2.560, 3.106], [-1.146, 3.281, 4.144], [-2.811, 4.518, 4.704], [-3.887, 4.289, 2.458], [-2.769, 2.910, 0.736], [0.377, 2.051, 3.229], [-0.654, 3.336, 5.104], [-0.228, 4.128, -4.263], [-1.606, 3.956, -3.918], [-2.682, 4.103, -4.868], [-3.922, 3.649, -4.068], [-3.395, 3.355, -2.751], [-2.052, 3.502, -2.727], [-1.096, 3.304, -1.396], [0.026, 3.510, -5.129], [0.379, 3.811, -3.414], [-0.006, 5.173, -4.486], [-2.502, 3.481, -5.754], [-2.765, 5.147, -5.195], [-4.403, 2.775, -4.517], [-4.667, 4.451, -3.998], [-3.793, 2.621, -2.135], [2.338, 4.355, -1.146], [2.228, 3.127, -0.522], [1.050, 3.232, 0.412]],
  "e_homo_ev": [0.72, -0.88],
  "charge": -2,
  "spin_multiplicity": 8,
  "s2": 15.760,
  "lumo_energy_ev": [4.39, 4.39],
  "gap_ev": [3.665, 5.263]
}



Taking the records one at a time from the top gives F_max values of 0.0962; 0.0503; 0.0301 hartree/bohr.
Taking the records one at a time from the top gives energy above the lowest of the compared OMol25 structures with the same formula, charge and spin values of 11.0991; 0.2518; 3.9165 eV.